# 1
# C2H5N3O

The ion C2H5N3O with charge +2 (ωB97M-V/def2-TZVPD, the OMol25 dataset).

## Properties
LUMO energy (spin up / spin down)	-13.59 / -12.86	eV
M	87.08	g mol⁻¹
energy above the lowest of the compared OMol25 structures with the same formula, charge and spin	2.982	eV
SMILES	[H]/N=C/[NH+]=C\[NH+]=O
charge	+2
Kohn-Sham gap (spin up / spin down)	7.377 / 9.256	eV
largest force on an atom	4.4	eV/Å

XYZ file:
```
11
Properties=species:S:1:pos:R:3:forces:R:3
H 1.08908 2.73286 -0.33832 0.1142 1.3544 0.0329
N 0.93722 1.75975 -0.18106 -1.0538 -0.7371 -0.8590
C 1.09231 0.58811 0.09304 0.6746 -0.2213 0.5744
N 0.59378 -0.67013 -0.31927 -1.7624 2.1488 -0.0706
C -0.59295 -1.19428 -0.10843 0.2477 1.9274 -0.6131
N -1.59217 -0.32554 -0.00705 -1.7689 -1.5552 1.4147
O -1.53157 0.88510 -0.21038 0.2694 0.7718 -0.4291
H 1.87481 0.45513 0.83520 0.8171 -0.1834 0.4416
H 1.32251 -1.26693 -0.27537 3.1211 -3.0510 -0.1164
H -0.79806 -2.23080 0.01972 0.1324 -0.8909 -0.0087
H -2.39495 -0.73327 0.49193 -0.7914 0.4366 -0.3667
```
Forces are in eV/Å.

***

# 2
# C27H49F2NO2Si2V

A structure of composition C27H49F2NO2Si2V (ωB97M-V/def2-TZVPD, the OMol25 dataset).

## Properties
LUMO energy (spin up / spin down)	-0.28 / -0.28	eV
M	564.81	g mol⁻¹
energy above the lowest of the compared OMol25 structures with the same formula, charge and spin	3.580	eV
2S+1	4
charge	0
Kohn-Sham gap (spin up / spin down)	3.674 / 6.504	eV
largest force on an atom	5.0	eV/Å

XYZ file:
```
84
Properties=species:S:1:pos:R:3:forces:R:3
O -1.78457 -2.71024 -3.40526 0.3913 -0.6444 2.0920
O -2.86610 -1.28169 -4.91072 -0.4204 0.5150 -1.0238
C -0.61431 -3.53834 -3.74128 -0.7174 -0.1600 -0.4752
C 0.10777 -4.04926 -2.53147 0.4932 0.0001 0.2797
H 0.01585 -2.90175 -4.36601 -0.0135 -0.0114 0.1898
H -1.01567 -4.35021 -4.36230 0.2365 0.0473 0.1858
H 0.56131 -3.23923 -1.93760 -0.2663 -0.2629 -0.1998
H 0.92903 -4.66305 -2.91106 -0.0191 0.0275 0.0754
H -0.49932 -4.69337 -1.88116 0.1141 0.1932 -0.2668
C -2.46898 -2.74824 -2.04236 0.6774 0.4919 -1.0342
C -3.66000 -3.64602 -2.15431 0.0007 -0.4047 0.0999
H -2.72217 -1.70147 -1.85001 0.1995 -0.3235 0.0089
H -1.67664 -3.05376 -1.35970 -0.4106 0.0560 0.0695
H -4.37292 -3.28614 -2.91240 0.2749 -0.1554 0.2890
H -4.16235 -3.69733 -1.18541 -0.0381 0.0408 -0.0905
H -3.31861 -4.65761 -2.40591 -0.2580 0.1249 -0.0234
C -3.31036 0.02353 -4.46213 0.2254 -0.0221 -0.1676
C -2.53540 -1.45907 -6.31119 0.0268 -0.1622 0.3824
C -4.38000 -0.18759 -3.41877 -0.1623 0.1960 0.3803
H -3.68788 0.57095 -5.33031 -0.0024 -0.1992 0.0288
H -2.43421 0.56164 -4.08359 -0.1836 0.0116 0.0532
H -4.97040 -1.09714 -3.62827 0.1911 0.4989 0.0104
H -5.04616 0.68226 -3.38937 0.0767 -0.2315 0.0246
H -3.92265 -0.26686 -2.42805 -0.2672 -0.0177 -0.1026
C -3.52885 -2.44651 -6.87263 -0.2300 -0.0387 -0.1232
H -1.50906 -1.84019 -6.31560 -0.0713 0.0678 -0.2800
H -2.55739 -0.49687 -6.83590 0.0258 -0.1671 0.2534
H -3.54602 -3.36515 -6.27922 0.0834 0.0725 -0.0541
H -3.29075 -2.70954 -7.90004 0.0461 -0.0077 -0.1071
H -4.53819 -2.02308 -6.85102 0.1439 -0.0310 -0.0229
H -2.33587 -2.20512 -4.13482 0.0997 0.7621 -0.2214
V 1.03689 1.45270 -0.72312 0.6695 0.4203 2.2238
C 0.16260 1.72708 -2.31676 -2.4573 -0.5701 -4.2638
Si 0.93215 1.79556 -4.02387 -0.2657 -0.1816 1.3081
H -0.70931 2.40239 -2.22965 0.3229 -0.1392 -0.1624
H -0.24508 0.68925 -2.17470 -0.2575 0.2411 -0.4805
C 1.63716 0.15420 -4.65553 0.2224 0.0150 -0.2166
C 2.28196 3.08376 -3.92303 0.0258 0.1567 -0.6741
C -0.38684 2.30899 -5.25649 -0.0456 0.3157 -0.3810
C 2.76015 0.54921 -1.03624 2.0691 -0.7098 -0.3331
Si 3.82887 1.59656 0.09848 -0.2788 -0.8724 -0.6894
H 3.11042 0.55749 -2.08518 0.1781 0.1596 0.3955
H 2.78639 -0.50479 -0.68900 -0.0620 0.4299 -0.0157
C 4.47126 3.09482 -0.82616 0.2533 0.3083 0.0584
C 5.27244 0.52745 0.64358 0.4711 0.0491 0.2998
C 2.87755 2.16518 1.62360 0.4156 0.2379 0.4220
H 0.06230 3.01352 -5.96903 -0.2509 -0.1084 -0.0606
H -1.21831 2.81527 -4.75115 0.1656 -0.0281 -0.1120
H -0.79277 1.46223 -5.82497 0.0775 0.0900 0.0547
H 2.58616 -0.10988 -4.16509 -0.3242 0.0236 -0.1208
H 1.83690 0.27401 -5.73563 -0.0028 -0.1130 0.3011
H 0.93648 -0.68943 -4.54300 0.1135 0.2558 0.0475
H 3.17245 2.71672 -3.40034 -0.2430 0.0776 -0.0562
H 1.89516 3.97183 -3.40215 0.1611 -0.1978 -0.1087
H 2.56642 3.37637 -4.94459 0.1634 0.1168 0.2446
H 5.58233 -0.16305 -0.15135 -0.1273 0.1891 0.1021
H 5.01883 -0.07312 1.52670 0.0020 0.0719 -0.1398
H 6.14136 1.14473 0.90216 -0.0120 -0.1115 0.0873
H 2.34054 1.35945 2.14324 0.0488 0.1045 -0.1736
H 2.18768 3.00428 1.46279 0.1779 -0.3008 -0.0443
H 3.65246 2.52523 2.31920 -0.1535 -0.0526 0.0404
H 5.39000 3.43642 -0.32906 -0.1418 0.0673 -0.1176
H 3.76275 3.93379 -0.82064 0.0872 -0.1802 -0.0551
H 4.72889 2.86096 -1.86755 -0.0412 0.0233 0.2510
F -1.43072 6.27686 0.08413 0.0375 -0.6473 0.4950
C -1.15754 4.99336 0.52175 0.3370 0.3239 -0.9232
C -0.25098 4.23030 -0.21334 -0.6994 0.7097 1.0462
C 0.00351 2.94266 0.22709 -0.1161 -0.4572 -0.0674
C -0.75418 2.34657 1.26064 -0.5336 1.1242 0.7046
C -1.61737 3.19244 1.98844 0.3461 -0.4915 0.2324
F -2.27065 2.72328 3.11450 0.2089 0.3760 -0.7646
C -1.81592 4.51661 1.64902 -0.0539 0.1092 -0.0587
C -0.57599 0.91771 1.47852 -0.2187 -0.2638 0.7073
C -0.87484 0.20853 2.62325 -0.3032 0.6403 -0.0197
C -0.53939 -1.13942 2.72279 -0.4806 -0.2058 1.0906
C 0.04721 -1.78207 1.63060 0.5416 -0.5505 -1.2736
C 0.32196 -1.06480 0.47969 -0.8615 -0.5536 1.0449
N 0.03696 0.28255 0.40986 0.2177 -0.7879 0.0221
H 0.23478 4.63299 -1.09910 -0.0399 0.1421 0.1888
H -2.46556 5.15912 2.23049 0.0007 -0.0995 -0.0681
H -1.38486 0.74771 3.42384 0.3086 -0.3895 -0.1555
H -0.77650 -1.68186 3.64055 0.1496 0.1047 -0.3268
H 0.29825 -2.85339 1.67242 -0.1294 0.5494 -0.0375
H 0.72302 -1.54442 -0.41602 0.0807 0.3130 0.3012
```
Forces are in eV/Å.

***

# 3
# C29H52F18Li2O24P3

A structure of composition C29H52F18Li2O24P3 (ωB97M-V/def2-TZVPD, the OMol25 dataset).

## Properties
LUMO energy	0.32	eV
M	1233.48	g mol⁻¹
charge	-1
Kohn-Sham gap	9.805	eV
largest force on an atom	5.6	eV/Å

XYZ file:
```
128
Properties=species:S:1:pos:R:3:forces:R:3
Li 1.62401 -0.56564 4.82484 0.2299 -0.3950 0.0194
Li -1.08041 2.49509 -1.69928 -0.4364 -0.0859 0.2014
P 0.01223 -0.87605 0.80590 -0.9625 -0.0622 1.6834
F -1.53183 -0.76180 0.37919 -0.7128 -1.3582 -1.1801
F -0.52089 -1.08863 2.33582 0.1769 -0.4841 0.3185
F 0.04676 -2.47499 0.47905 0.0396 1.2889 0.0586
F 1.53434 -1.00157 1.48250 -0.7702 0.7985 -1.1265
F 0.53591 -0.43205 -0.62759 0.7943 -1.0581 -0.9302
F -0.18959 0.73084 1.01923 1.5270 1.2881 1.2606
P 3.78769 -3.06698 7.15137 -0.2053 2.2975 0.2180
F 4.49248 -2.61757 5.73911 0.4403 -0.3340 -0.1590
F 5.10642 -2.72762 7.98510 0.8640 -0.3853 -0.0731
F 3.39005 -1.51954 7.30387 -0.7049 1.7860 0.5724
F 3.04849 -3.41995 8.55902 -0.2721 -0.2138 -0.7146
F 2.38493 -3.17401 6.31458 -0.5527 -1.0108 -0.0959
F 4.20149 -4.53287 6.90358 0.0340 -1.6367 -0.1904
P -4.89560 4.03804 -2.22759 -1.1903 -1.1727 1.8812
F -5.33242 2.71066 -1.26960 -1.1089 1.0050 -1.1109
F -5.93449 5.06027 -1.47592 0.9044 -0.4639 -0.3761
F -3.84842 4.26222 -1.01044 1.2931 0.3531 -0.0445
F -4.10335 5.20066 -3.02849 -0.9703 -0.1227 -0.2342
F -3.95639 2.93241 -2.99733 0.6734 0.2891 -0.2336
F -6.08017 3.81002 -3.31093 1.0697 -0.1020 0.1252
C 1.14181 -8.90617 -2.72344 0.6458 -0.3929 2.2743
C -0.05806 -8.32856 -1.97827 0.7076 -0.5941 0.4876
O -0.86632 -8.08702 -3.07144 -2.2853 0.0154 -2.5712
C -0.58704 -8.97721 -4.11404 -2.4320 1.6253 -3.0392
O -1.23636 -9.12317 -5.17404 2.1745 0.4587 4.4981
O 0.59137 -9.49717 -3.85657 0.4907 -0.9088 -1.1885
H 1.65695 -9.72255 -2.21723 0.2311 0.4102 0.2351
H 1.79016 -8.04731 -2.89701 0.3202 -0.3383 -0.7455
H 0.20564 -7.40698 -1.45935 -0.1965 0.0149 -0.1405
H -0.61024 -8.98102 -1.30189 0.3580 -0.2691 0.1953
C -6.56753 -1.73209 4.30265 -0.2037 -0.9861 1.7424
C -7.08995 -2.55630 5.53196 1.0576 0.3112 -0.5130
O -8.27123 -1.89230 5.95529 -0.7987 0.6530 -1.3562
C -8.37647 -0.70900 5.26356 -2.3342 2.5209 1.8992
O -9.32892 0.10023 5.42628 4.2438 -3.4295 -1.1448
O -7.19850 -0.50238 4.58879 -1.6520 1.0124 -0.6424
H -6.83857 -2.16128 3.33804 -0.1527 0.2901 -0.0307
H -5.48893 -1.60586 4.39621 -0.1336 0.0869 -0.3052
H -6.37325 -2.40247 6.33868 0.0824 -0.5692 0.0484
H -7.27188 -3.60310 5.28862 -0.0922 0.1239 0.2974
C -5.37057 -2.09467 -3.90655 -1.3524 1.2680 -0.7294
C -5.35784 -1.68291 -5.36590 1.8753 -0.1616 -0.3445
O -5.81392 -2.79640 -6.12251 -1.4346 -1.4341 1.7116
C -6.40793 -3.70922 -5.18262 -0.8926 -1.7055 -2.8150
O -7.02124 -4.73583 -5.48576 1.9638 3.2776 0.7090
O -6.20046 -3.28698 -3.95720 0.8410 0.6021 1.7438
H -5.85375 -1.23989 -3.43328 -0.5813 -0.6855 0.7637
H -4.38003 -2.10673 -3.45182 -0.1336 -1.3342 -0.0161
H -4.29633 -1.56926 -5.58585 -0.1266 0.5214 -0.6757
H -5.90719 -0.75794 -5.54124 -0.1622 -0.2969 -0.3101
C -3.57246 4.55825 5.33901 -1.2824 -0.1777 -0.4595
C -3.04510 3.18336 5.45017 1.9676 -0.9764 0.1157
O -3.03145 2.73320 6.81793 0.4982 -0.1499 0.7163
C -2.01164 1.99853 7.30212 -1.6617 0.0886 0.9467
O -1.05968 1.56816 6.71737 0.1578 0.0775 0.0060
O -2.32792 1.78350 8.63149 -0.8733 1.1352 -2.0303
C -1.50866 0.92309 9.32683 1.5763 -0.7687 1.1019
H -3.09767 5.31784 5.96005 0.0034 -0.2724 0.0253
H -4.64073 4.45294 5.52826 -0.1119 0.7849 0.1751
H -3.45298 4.79257 4.28122 -0.1033 0.4084 0.0002
H -2.02376 3.19414 5.06960 0.1680 -0.4016 0.0916
H -3.60041 2.43630 4.88305 -0.1654 0.2471 -0.0942
H -0.47249 1.20979 9.14724 0.1674 -0.5394 -0.1120
H -1.70776 -0.13013 9.12887 0.1731 0.0069 -0.4893
H -1.65100 1.02167 10.40299 -0.4194 0.4498 -0.0879
C -0.47684 9.32355 0.82222 0.7053 0.1727 -1.6763
C 0.03753 7.91690 0.43933 -2.9434 -0.6374 1.6569
O 0.98391 7.92989 -0.57152 2.0133 0.0007 -1.2147
C 1.31817 6.76983 -1.14512 0.9489 -1.4646 -1.0712
O 0.88071 5.64831 -0.93397 0.0778 1.6273 0.0595
O 2.31510 6.99614 -2.07046 -0.9345 2.4434 1.4961
C 2.71794 5.98074 -2.92948 -0.9083 -2.0857 0.1825
H -0.99773 9.76885 -0.02541 -0.0348 -0.0786 -0.2078
H 0.40010 9.95765 0.95262 -0.0498 0.1091 0.4603
H -1.18455 9.42635 1.64483 0.4203 -0.6582 0.2170
H -0.75779 7.27700 0.05710 -0.4850 0.1843 0.2278
H 0.33044 7.41998 1.36420 0.8315 -0.1240 -0.1536
H 1.88189 5.71547 -3.57659 0.0183 -0.0354 -0.2408
H 2.89968 5.11011 -2.29934 0.3417 -0.3017 -0.3097
H 3.58681 6.19078 -3.55322 -0.0811 0.6885 0.5179
C 6.85545 2.52654 0.95211 -0.9849 0.0460 -0.3342
C 5.53276 2.25103 1.66057 1.1449 -0.5348 -0.5273
O 5.20567 3.42463 2.33854 -1.2628 2.0774 1.4794
C 4.25888 3.44344 3.28207 -0.8988 -2.4504 2.2764
O 3.62345 2.44631 3.72853 1.7941 3.3032 -1.7971
O 4.21237 4.69369 3.83929 1.3381 -0.8006 -2.2317
C 3.27918 4.90590 4.82643 -2.1739 -0.5480 1.5134
H 6.68732 3.30916 0.21229 0.2253 0.1696 0.0611
H 7.06821 1.61707 0.39024 0.5685 0.0116 0.1840
H 7.61730 2.83501 1.66802 0.1161 -0.2692 -0.2220
H 5.73571 1.46075 2.38332 -0.7621 -0.2989 -0.1589
H 4.77027 2.07663 0.90144 -0.1549 -0.6377 0.3607
H 3.38227 4.15799 5.61262 -0.0213 0.0453 0.0930
H 2.26224 4.83120 4.44127 -0.1001 -0.3634 -0.2201
H 3.26485 5.89519 5.28382 1.0553 0.1166 -0.4118
C 0.32521 -2.17608 -5.54021 0.9558 0.7928 -0.8246
C 1.11733 -1.20570 -6.48683 -0.6098 0.5643 1.0643
O 0.24011 -0.21910 -7.08486 -0.9074 0.4827 -0.5482
C -0.16517 0.93162 -6.52567 1.8309 1.0369 1.9437
O 0.06487 1.33527 -5.37584 -0.6471 -1.1395 -1.8039
O -0.70910 1.68362 -7.47269 -0.3100 -0.7911 -1.4005
C -1.15721 3.01063 -7.26179 0.9631 0.7862 1.7764
H -0.29902 -1.60096 -4.85635 0.1501 0.1013 -0.0318
H 1.06274 -2.72144 -4.95138 -0.1261 -0.1490 0.0170
H -0.31516 -2.87121 -6.08319 0.1588 0.0582 -0.1129
H 1.64326 -1.63192 -7.34114 -0.5552 -0.4868 0.0118
H 1.90887 -0.65213 -5.98174 -0.1943 -0.0641 0.5851
H -1.44071 3.52671 -8.17906 -0.6417 -0.9459 -0.0312
H -0.35036 3.65138 -6.90607 0.5717 -0.2495 0.0989
H -1.83028 3.03263 -6.40470 -0.6936 0.0634 -0.5671
C 5.09611 -6.43953 -5.69911 1.3488 0.5250 0.4194
C 6.40444 -5.67340 -5.31603 -0.5357 -0.6887 0.3019
O 6.60340 -5.59065 -3.87710 -0.1078 -0.1948 0.4505
C 5.98513 -4.70882 -3.11392 -1.9163 2.6344 0.4255
O 5.35749 -3.71913 -3.52157 1.1172 -2.1269 0.7237
O 6.14279 -5.02168 -1.79777 0.3616 -0.0107 -0.4436
C 5.25690 -4.43253 -0.76467 0.2265 -0.4983 -1.4381
H 5.08386 -7.46342 -5.32547 -0.0023 0.1141 0.1080
H 5.06769 -6.47068 -6.78830 -0.1937 0.0171 -0.0062
H 4.25273 -5.86651 -5.31382 -0.0717 -0.1346 -0.1045
H 6.36987 -4.72111 -5.84523 0.2452 0.2764 0.5836
H 7.33862 -6.19693 -5.51938 -0.3565 -0.1177 -0.8172
H 5.35196 -3.35004 -0.67935 -0.0541 -0.1173 -0.3745
H 5.52843 -4.88401 0.18954 0.1269 -0.1637 -0.3527
H 4.27333 -4.76386 -1.09773 -0.2191 0.4991 0.5250
```
Forces are in eV/Å.